(1)
DFT (ωB97M-V/def2-TZVPD) results for a molecular structure, C12H24IO6S.

Its total charge is -1. As for the highest occupied orbital energy: -4.871 eV. For the largest force on an atom, the calculation gives 6.693 eV Å⁻¹. The HOMO-LUMO gap comes out at 7.21 eV. For the LUMO energy, the calculation gives 2.34 eV.

```
44
C12H24IO6S | the Open Molecules 2025 dataset | ωB97M-V/def2-TZVPD
C 1.52926 -0.89575 1.12364
C 0.12569 -1.12304 0.40987
C -1.05039 -0.22345 1.00519
I -1.65452 1.15576 -0.60205
S -2.52545 -1.31171 1.31741
O -2.14712 -2.59166 2.03376
O -3.57944 -0.53808 2.07735
O -3.16461 -1.64815 -0.15032
H 2.27128 -1.58825 0.60829
H 1.53359 -1.17583 2.21660
H 1.93021 0.15062 0.95595
H -0.16531 -2.20575 0.51974
H 0.21840 -0.89461 -0.69730
H -0.75097 0.38384 1.90196
C 1.21790 3.43644 -3.23074
C 1.87866 2.09256 -3.07058
O 1.97498 1.56523 -1.98507
C 2.41393 1.43039 -4.31361
H 0.88121 3.79146 -2.25576
H 1.93135 4.15573 -3.63920
H 0.35180 3.34887 -3.88991
H 3.18055 2.06022 -4.77010
H 1.60080 1.25408 -5.02068
H 2.86091 0.47143 -4.04789
C -6.82736 1.57443 -1.30564
C -6.52552 0.23637 -1.92923
O -6.52760 0.08997 -3.13775
C -6.22292 -0.90331 -0.99818
H -7.02685 2.30411 -2.09291
H -7.71010 1.49655 -0.66773
H -5.96939 1.91356 -0.72179
H -7.08067 -1.08960 -0.34723
H -5.33587 -0.67295 -0.40021
H -6.02433 -1.80284 -1.58152
C 6.02466 -2.49684 3.23006
C 4.96211 -1.42965 3.27897
O 4.02392 -1.43943 2.51243
C 5.11183 -0.34982 4.31862
H 5.78801 -3.20592 2.43565
H 6.99624 -2.04518 3.01893
H 6.05731 -3.03340 4.18054
H 6.04285 0.19709 4.15572
H 5.10388 -0.79121 5.31735
H 4.27711 0.34769 4.23737
```



(2)
DFT (ωB97M-V/def2-TZVPD) results for a molecular structure, C15H19AsClN2O9PtS.

Its total charge is +1. As for the highest occupied orbital energy (spin up / spin down): -12.181 / -13.399 eV. As for the multiplicity: 5. For the largest force on an atom, the calculation gives 0.105 eV Å⁻¹. The HOMO-LUMO gap (spin up / spin down) comes out at 8.69 / 6.43 eV. The expectation value of S² is 6.017. For the LUMO energy (spin up / spin down), the calculation gives -3.49 / -6.97 eV.

```
49
C15H19AsClN2O9PtS | the Open Molecules 2025 dataset | ωB97M-V/def2-TZVPD
Pt -0.17154 0.09059 1.01562
O -3.86143 1.29517 -0.03497
Cl -2.62348 1.68393 0.51483
O -2.53196 3.06415 0.82251
O -1.51740 1.30867 -0.41778
O -2.32864 0.88605 1.73424
O 3.30430 -2.19617 1.67546
C 2.39367 -1.49885 1.29906
O 1.46452 -0.99648 2.06435
C 2.25362 -1.18138 -0.17641
C 3.16577 -1.63757 -1.10616
C 2.94778 -1.35407 -2.44620
C 1.82686 -0.62492 -2.81616
C 0.95410 -0.19555 -1.83593
N 1.17905 -0.47486 -0.54567
H 4.01252 -2.21118 -0.75633
H 3.64033 -1.70686 -3.19844
H 1.61813 -0.39689 -3.85119
H 0.06045 0.37129 -2.06340
N -1.11579 -1.69158 1.97282
C -1.09285 -2.53506 0.82097
C -0.07637 -3.48021 0.69422
C 0.06857 -4.14555 -0.50566
C -0.82492 -3.87442 -1.54232
C -1.86624 -2.95696 -1.40146
C -2.00786 -2.28519 -0.20247
S -0.59901 -4.67776 -3.09924
O 0.26666 -3.42243 -3.50147
O -1.81931 -4.71767 -3.82854
O 0.21384 -5.83590 -2.94779
H -0.50174 -1.99681 2.72289
H -2.04356 -1.43985 2.30329
H 0.60495 -3.66893 1.51481
H 0.85339 -4.87579 -0.65343
H -2.54550 -2.78617 -2.22613
H -2.80070 -1.55851 -0.06667
C 0.86877 3.59090 1.23716
As 0.71084 2.03978 2.37105
C -0.44417 2.54900 3.82316
C 2.45417 1.71964 3.11326
H 1.25406 4.41909 1.83175
H -0.11243 3.83982 0.83936
H 1.55677 3.37470 0.42211
H 0.00797 3.39055 4.34735
H -0.56127 1.71076 4.50661
H -1.41171 2.83224 3.41619
H 2.75916 2.60204 3.67506
H 3.15824 1.53367 2.30472
H 2.41581 0.84582 3.75814
```



(3)
DFT (ωB97M-V/def2-TZVPD) results for a molecular structure, C21H31BiCl3IN6O6S6SeSi.

Its total charge is -2. As for the highest occupied orbital energy: -2.773 eV. For the largest force on an atom, the calculation gives 0.460 eV Å⁻¹. The HOMO-LUMO gap comes out at 6.08 eV. For the LUMO energy, the calculation gives 3.30 eV.

```
77
C21H31BiCl3IN6O6S6SeSi | the Open Molecules 2025 dataset | ωB97M-V/def2-TZVPD
Bi 0.22230 -0.96836 -0.15581
N 2.08075 0.62964 0.14448
C 2.95662 0.51191 1.33275
C 2.83966 1.70467 2.28729
C 1.42105 2.01798 2.77159
N 0.58397 2.54857 1.69973
H 2.61002 0.60281 -0.72972
H 1.56384 1.51147 0.19213
H 3.98971 0.41668 0.99486
H 2.72352 -0.41235 1.86995
H 3.25542 2.59711 1.80464
H 3.46017 1.48439 3.16115
H 1.48078 2.69046 3.63854
H 0.94883 1.09988 3.11684
H 0.66106 3.55074 1.59587
H -0.39310 2.28696 1.77909
N -1.35686 -3.97375 1.11041
C -2.08503 -3.56372 0.09426
N -3.43277 -3.56387 0.24140
S -1.41329 -3.02274 -1.37055
H -1.75546 -4.06005 2.03645
H -0.33339 -4.01511 1.07387
H -3.80238 -3.61328 1.17740
H -3.91170 -2.94392 -0.38948
Cl 4.12020 -2.41745 -0.20597
Si 2.14783 -2.81288 -0.75977
Cl 1.94178 -4.84596 -1.18546
Cl 1.77059 -3.55548 1.70340
C -2.87277 -2.32124 5.20709
S -1.75134 -3.64315 4.68090
C -0.21828 -2.80311 4.80570
C 0.22900 -1.81270 3.99061
S -0.63703 -1.07252 2.68999
S 1.80229 -1.19900 4.46396
C 2.09106 -2.16945 5.85248
S 3.43954 -2.04913 6.80984
S 0.81010 -3.27212 6.13688
H -3.89251 -2.68608 5.08308
H -2.70984 -1.45533 4.56852
H -2.69566 -2.07020 6.25129
C -8.49407 2.34420 1.09672
C -7.06403 1.89494 0.93964
C -6.24479 1.71384 2.04628
C -4.91642 1.32100 1.91258
C -4.04285 1.09891 3.11688
C -4.39926 1.10535 0.63761
C -5.20588 1.26791 -0.48832
C -4.63883 1.00998 -1.85894
C -6.52814 1.66308 -0.32208
C -2.95410 0.66628 0.47055
O -2.74601 -0.55664 0.44600
O -2.09778 1.58972 0.37305
H -8.84958 2.17217 2.11335
H -9.15336 1.80843 0.41139
H -8.60017 3.41143 0.88492
H -6.64771 1.88389 3.04070
H -4.51813 1.46911 4.02624
H -3.07638 1.58957 2.99561
H -3.83042 0.03480 3.23695
H -4.09591 0.06391 -1.88533
H -3.92380 1.78873 -2.13168
H -5.42495 0.98918 -2.61429
H -7.15568 1.79018 -1.19997
I -0.58224 5.13267 -5.16382
C -0.34391 3.96568 -3.47911
C -1.34600 3.43697 -2.69642
N -0.73608 2.77731 -1.70102
N 0.59558 2.84678 -1.78201
C 0.85255 3.56504 -2.86258
H -2.41609 3.48363 -2.79588
H -1.19444 2.25744 -0.93414
H 1.86751 3.75262 -3.17080
O 2.25880 -2.40519 -2.45208
Se 2.02069 -0.82120 -3.08372
O 1.93060 -0.96744 -4.67418
O 0.56383 -0.41222 -2.39335
O 3.19650 0.13007 -2.51516
```